1.
C22H40GeN5O2PS2SeTi as an isolated structure. Source: the Open Molecules 2025 dataset; level of theory: ωB97M-V/def2-TZVPD.

Last column: Löwdin charge in e.
Atoms and positions in Å:
1 Se -2.25980 -2.27963 3.56365  1.33
2 Ge 0.45637 1.01293 1.48405  0.82
3 Ti -0.40198 -1.60716 0.22622  0.64
4 S -1.00093 0.36905 -1.23821  0.46
5 S 1.80771 -0.54386 -0.15615  0.49
6 P 0.74274 -0.30651 -1.91635  -0.03
7 O 0.47721 -1.78112 -2.35088  -0.36
8 O 1.46933 0.45998 -3.01786  -0.26
9 N -1.22123 -2.14101 2.10787  -0.32
10 N -1.18648 -3.41983 4.34635  -0.15
11 N -3.77766 -3.61575 -1.22301  0.13
12 N 0.75351 -3.03017 1.33850  -0.02
13 N -1.87369 -2.73839 -0.64224  -0.10
14 C 1.54243 3.67652 2.03382  -0.24
15 C -0.07634 -1.78892 -4.75861  -0.02
16 C 1.38870 2.91512 -3.06756  -0.03
17 C -0.15449 -3.65835 3.54943  -0.32
18 C -2.87705 2.05061 3.77020  -0.24
19 C 2.31645 1.73866 -2.92811  -0.36
20 C 1.93441 -4.53567 2.80925  0.02
21 C 3.34472 1.59803 -4.01180  -0.02
22 C 1.79297 -3.78605 1.60007  -0.03
23 C 0.70916 -2.49874 -3.69278  -0.34
24 C 0.25036 4.46799 1.82301  -0.25
25 C 1.69867 2.42979 1.14238  -0.34
26 C -1.47902 1.57202 3.34825  -0.29
27 C -3.14962 -2.48512 -0.92157  -0.13
28 C -1.70353 -4.11941 -0.79406  -0.09
29 C -2.88538 -4.66832 -1.14894  -0.01
30 C -0.03452 4.81839 0.36607  -0.09
31 C -3.18578 3.48213 3.35247  -0.09
32 C 0.98479 -4.49725 3.78227  0.09
33 C -0.19604 -2.95339 2.32211  -0.46
34 C -1.40707 1.28973 1.84159  -0.38
35 C 2.18603 -2.62759 -3.93080  -0.02
36 H 3.97014 2.49214 -4.00847  0.11
37 H -2.46307 4.17541 3.78657  0.08
38 H -0.85959 5.52565 0.28758  0.09
39 H 0.55965 2.87687 -2.35930  0.06
40 H 0.98347 2.98031 -4.07750  0.11
41 H 1.62146 2.69054 0.08566  0.05
42 H 0.83528 5.27735 -0.11183  0.09
43 H 0.26498 -3.46521 -3.46682  0.14
44 H 2.39344 4.32118 1.80030  0.13
45 H -0.31329 3.94028 -0.22785  0.05
46 H 2.82313 -5.13887 2.93166  0.14
47 H 2.77590 1.69767 -1.93925  0.12
48 H 2.70273 -3.03843 -3.06429  0.09
49 H 2.86545 1.52427 -4.98840  0.10
50 H 0.97950 0.05363 2.57234  0.01
51 H -1.20025 0.67671 3.91240  0.08
52 H -4.74999 -3.68143 -1.49460  0.19
53 H 0.35830 -0.82114 -5.00878  0.09
54 H -0.05210 -2.40659 -5.65844  0.11
55 H 2.56225 -3.82862 0.83721  0.14
56 H -3.17084 -5.68398 -1.36306  0.15
57 H 2.66608 1.95046 1.29718  0.07
58 H -2.02257 0.43762 1.55423  0.03
59 H -2.95525 1.95903 4.85461  0.12
60 H -3.61988 -1.51555 -0.93415  0.15
61 H 3.98984 0.73512 -3.85288  0.09
62 H 0.31842 5.38178 2.41466  0.13
63 H -0.60436 3.92891 2.23753  0.06
64 H -3.17459 3.61422 2.26721  0.07
65 H -1.12054 -1.66415 -4.47340  0.09
66 H -1.71745 2.13334 1.22364  0.07
67 H 2.33181 -3.32061 -4.76133  0.11
68 H 1.07917 -5.06025 4.70282  0.15
69 H -3.62782 1.37231 3.34781  0.11
70 H -4.17426 3.78139 3.69578  0.09
71 H -0.74054 2.33150 3.63273  0.11
72 H 1.66149 3.41297 3.08809  0.11
73 H 1.95363 3.82799 -2.87013  0.11
74 H 2.63404 -1.67275 -4.20788  0.08
75 H -0.74877 -4.59979 -0.67029  0.12

Charge = +3
<S²> = 0.754
Multiplicity = 2
Molecular weight = 701.1 g/mol
Frontier orbital gap (spin up / spin down) = 7.2 / 7.2 eV
ΔE to the lowest compared entry with this formula, charge and spin = 110.5 kJ/mol
Strongest force on any atom = 0.0234 Eh/bohr

2.
A 3-piece molecular cluster, C22H40N2O5P overall. Source: the Open Molecules 2025 dataset; level of theory: ωB97M-V/def2-TZVPD.

Last column: Löwdin charge in e.
Atoms and positions in Å:
1 P 3.17947 0.28244 -0.14355  0.42
2 O 4.16083 0.36783 1.13528  -0.13
3 O 1.42031 -2.18428 1.42982  0.07
4 O 1.81584 -3.57763 -2.20585  0.10
5 O 3.82093 1.47073 -1.01683  -0.15
6 O 1.78326 0.59598 0.22734  -0.29
7 N 2.71158 -2.38339 -0.49956  -0.04
8 N 7.51821 -2.13159 -2.10218  0.01
9 C -4.79701 1.35877 -3.23112  -0.27
10 C -1.43190 1.11040 -1.60041  -0.09
11 C 3.65589 -2.87247 1.70723  0.00
12 C 1.61621 -2.80724 -1.31339  -0.46
13 C -3.68263 2.81690 2.02627  -0.12
14 C -0.90521 2.51476 3.42133  -0.23
15 C 6.95044 -0.96271 -2.39749  -0.19
16 C -0.34574 1.29036 2.69861  -0.26
17 C -3.85624 0.15977 -3.33712  -0.23
18 C 6.70394 -3.00179 -1.50212  -0.18
19 C -2.73643 0.54208 -1.04972  -0.26
20 C 5.38449 -2.73571 -1.17351  -0.05
21 C -2.26532 2.30090 4.08859  -0.23
22 C -6.12735 1.03090 -2.55889  -0.12
23 C -3.36840 1.82585 3.14353  -0.27
24 C 4.78753 -1.49341 -1.43940  -0.22
25 C 0.23935 -2.25924 -1.07184  -0.01
26 C 3.37329 -1.18126 -1.11475  -0.21
27 C -0.08536 0.10272 3.61924  -0.10
28 C -3.42495 -0.43844 -1.99741  -0.22
29 C 5.64565 -0.59586 -2.11294  -0.05
30 C 2.47472 -2.41715 0.89007  -0.50
31 H -5.98635 0.69569 -1.53054  0.06
32 H -2.57905 3.24063 4.55768  0.10
33 H 0.25877 -1.26220 -0.64963  0.05
34 H -1.01903 0.98601 1.89256  0.09
35 H -2.81784 2.98426 1.38288  0.06
36 H -4.29497 -0.87030 -1.49273  0.10
37 H -0.72127 0.31211 -1.81682  0.06
38 H 3.60602 0.20640 1.90756  0.07
39 H -4.99436 1.73453 -4.23922  0.10
40 H 7.57701 -0.24505 -2.91423  0.09
41 H -2.52085 0.02024 -0.11306  0.10
42 H -2.16408 1.57840 4.90341  0.10
43 H 0.33873 -0.72741 3.05394  0.05
44 H -4.30708 2.17442 -2.69315  0.10
45 H -4.49237 2.44582 1.39519  0.06
46 H -6.65285 0.24238 -3.10232  0.07
47 H -4.27671 1.65430 3.72922  0.10
48 H 0.59047 1.56312 2.21066  0.09
49 H 7.10947 -3.97668 -1.26631  0.09
50 H -3.99259 3.78079 2.43738  0.07
51 H -1.00154 -0.25410 4.09735  0.06
52 H -0.96453 1.77133 -0.87003  0.07
53 H -2.97082 0.45459 -3.90617  0.10
54 H -3.09877 0.86070 2.70754  0.10
55 H 4.54008 -2.27999 1.48628  0.07
56 H 5.29564 0.37263 -2.40986  0.08
57 H -0.30730 -2.32976 -2.00544  0.08
58 H -0.97549 3.34294 2.70953  0.10
59 H -4.34487 -0.62302 -3.92724  0.11
60 H -2.74728 -1.27478 -2.19348  0.10
61 H -3.41639 1.36082 -0.79272  0.08
62 H 3.22539 1.61633 -1.75959  0.08
63 H -6.77614 1.90826 -2.53182  0.06
64 H -0.18973 2.83784 4.18530  0.11
65 H -0.25021 -2.89769 -0.33942  0.09
66 H 3.40189 -2.77005 2.75533  0.08
67 H 3.87199 -3.90368 1.44553  0.08
68 H 0.62287 0.37255 4.40840  0.07
69 H 4.80072 -3.51608 -0.71561  0.09
70 H -1.59196 1.68547 -2.51553  0.07

Charge = -1
Molecular weight = 443.5 g/mol
Frontier orbital gap = 6.8 eV
ΔE to the lowest compared entry with this formula, charge and spin = 0.0 kJ/mol
Strongest force on any atom = 0.0417 Eh/bohr

3.
A 6-piece molecular cluster, C22H40O18 overall. Source: the Open Molecules 2025 dataset; level of theory: ωB97M-V/def2-TZVPD.

Last column: Löwdin charge in e.
Atoms and positions in Å:
1 O 1.39279 -0.75248 -5.34040  0.11
2 O -1.20270 2.53108 1.66172  0.07
3 O 1.47793 0.72174 -1.22553  0.05
4 O -0.52638 -3.43106 -0.57494  0.08
5 O -3.33081 3.40110 1.75501  0.03
6 O 3.64066 0.06819 -0.71721  0.09
7 O 4.29800 3.44157 -2.68480  0.02
8 O -1.88584 4.50225 0.60909  -0.02
9 O -1.95968 -5.05462 0.05244  0.00
10 O -2.23229 -4.40288 -2.02910  0.01
11 O 3.17679 -1.61183 -4.22435  0.09
12 O 1.80495 -0.77491 0.42555  0.08
13 O -4.53883 -0.10898 4.77526  0.12
14 O 4.98415 4.86453 -1.08925  0.04
15 O 1.20552 -2.45230 -3.84334  0.05
16 O 6.40547 3.74360 -2.74770  0.01
17 O -5.02967 -2.16983 5.61695  0.01
18 O -2.99169 -1.74029 4.89316  0.01
19 C -6.35904 -1.83561 5.89272  -0.07
20 C 3.41961 -2.60351 -3.23954  -0.11
21 C 7.57945 4.57403 -2.53459  -0.22
22 C -3.04193 -3.56397 -4.04871  -0.07
23 C -1.86698 -3.62260 -3.14132  -0.28
24 C -2.02792 3.42823 1.41531  -0.53
25 C 1.89044 -1.50001 -4.49275  -0.56
26 C -1.45020 -4.22774 -0.83668  -0.46
27 C 2.96215 3.50848 -2.27583  -0.05
28 C -1.63426 -4.97546 1.43742  -0.02
29 C 2.09293 -3.28188 -3.07317  -0.11
30 C 2.39516 0.03027 -0.52278  -0.47
31 C -0.62606 4.83143 0.01649  -0.03
32 C -2.02445 -0.98716 4.16458  -0.19
33 C -5.36351 2.30904 2.69546  -0.06
34 C 5.24413 4.05793 -2.05688  -0.50
35 C 8.86430 3.95603 -3.09006  -0.06
36 C -3.83145 2.27169 2.52700  -0.19
37 C 0.50758 -0.36258 0.50644  -0.18
38 C -0.65720 -1.75510 4.31649  -0.04
39 C -4.22507 -1.22400 5.09322  -0.55
40 C 0.15956 0.35813 -0.78517  -0.08
41 H 4.15550 -3.33296 -3.57787  0.13
42 H -0.58677 5.86991 -0.31232  0.10
43 H -0.69174 -2.77549 3.93477  0.06
44 H 2.57885 4.52806 -2.31625  0.10
45 H -5.59984 1.68179 3.55500  0.05
46 H 2.29346 2.82703 -2.80173  0.09
47 H -1.10968 -4.16841 -3.70408  0.13
48 H 2.80510 3.18249 -1.24764  0.09
49 H -0.41487 1.26399 -0.59139  0.12
50 H 9.00101 2.99273 -2.59866  0.08
51 H 0.26521 0.29095 1.34445  0.12
52 H -6.96727 -2.72277 6.06904  0.09
53 H -1.93063 0.02932 4.54678  0.13
54 H -3.52028 1.29192 2.16462  0.11
55 H 2.26459 -4.29013 -3.45008  0.13
56 H -5.79243 3.30610 2.79536  0.08
57 H 0.12462 -1.13569 3.87696  0.07
58 H -2.45335 -5.44836 1.97923  0.10
59 H -0.09361 -1.26915 0.43717  0.11
60 H -0.63356 -5.28163 1.74231  0.10
61 H -0.37164 -0.28848 -1.48361  0.13
62 H 0.14046 4.70859 0.78163  0.10
63 H 8.91188 4.01555 -4.17739  0.08
64 H -6.89641 -1.28338 5.12176  0.10
65 H 7.63377 4.79845 -1.46933  0.11
66 H -0.45236 4.07668 -0.75051  0.09
67 H 9.68995 4.54958 -2.69751  0.07
68 H -2.93659 -4.55772 -4.48398  0.08
69 H -4.00000 -3.48014 -3.53570  0.08
70 H -2.34491 -1.11533 3.13067  0.12
71 H 7.30730 5.56394 -2.90079  0.12
72 H 1.72496 -3.36793 -2.05077  0.12
73 H -3.07270 -2.85826 -4.87885  0.09
74 H -0.44338 -1.80947 5.38393  0.07
75 H -3.44381 2.36446 3.54151  0.12
76 H -1.60462 -2.60429 -2.85443  0.12
77 H -6.41386 -1.36679 6.87521  0.10
78 H 3.70640 -2.11442 -2.30861  0.12
79 H -1.70303 -3.92145 1.70655  0.08
80 H -5.82146 1.68988 1.92407  0.07

Molecular weight = 592.5 g/mol
Frontier orbital gap = 10.5 eV
ΔE to the lowest compared entry with this formula, charge and spin = 0.0 kJ/mol
Strongest force on any atom = 0.1020 Eh/bohr